Computed, not measured: a 8-piece molecular cluster, C7H27NO7 overall at a distorted geometry, with wB97M-V/def2-TZVPD.

```
42
C7H27NO7, DFT wB97M-V/def2-TZVPD
C 1.671 4.320 -0.292
C 1.230 3.070 -0.217
C 1.528 1.965 0.762
N 0.268 1.429 1.314
C 0.346 0.231 2.075
C -0.474 -0.062 3.080
C -0.389 -1.290 3.884
C -0.986 -2.542 3.303
H 2.409 4.635 0.462
H 1.400 5.012 -1.106
H 0.666 2.646 -1.093
H 2.209 2.436 1.485
H 2.018 1.053 0.374
H -0.146 2.139 1.913
H 1.112 -0.435 1.627
H -1.340 0.660 3.203
H 0.679 -1.467 4.203
H -0.681 -1.140 4.936
H -1.086 -2.406 2.231
H -1.834 -2.959 3.909
H -0.281 -3.352 3.408
O 3.641 -2.502 -1.201
H 2.761 -2.601 -1.603
H 4.178 -3.114 -1.712
O 0.562 2.131 -3.375
H 0.107 2.882 -3.788
H 1.446 2.471 -3.586
O 1.278 -3.275 -2.800
H 1.430 -2.762 -3.598
H 1.016 -4.173 -3.011
O 0.071 -0.486 -3.792
H 0.010 0.304 -3.269
H -0.080 -0.562 -4.729
O -1.152 -1.356 -0.967
H -1.152 -0.819 -0.164
H -0.319 -1.843 -0.910
O -4.461 0.786 -2.815
H -3.826 0.518 -3.484
H -3.946 0.868 -2.004
O -3.336 0.174 2.123
H -3.388 0.200 3.093
H -3.159 -0.783 2.131
```

- E_HOMO: -0.29552 Eh
- SMILES: C=CCN/C=C/CC.O.O.O.O.O.O.O
- HOMO-LUMO gap: 8.348 eV
- E: -23516.7973 eV
- Molar mass: 237.3 g mol⁻¹